1.
The following is a quantum chemistry calculation of 8 unconnected molecules or ions with the total composition C29H46Cl14O2S at a distorted geometry, from OMol25.

As for the structure (SMILES): C#CC1=C(CSCC)C(=O)C(CCCCCCCC)=C(CCC)C1=O.ClCCl.ClCCl.ClCCl.ClCCl.ClCCl.ClCCl.ClCCl. The value obtained for the HOMO-LUMO gap is 7.42 eV. The value obtained for the energy is -8123.807621 a.u. As for the energy above the lowest of the compared OMol25 structures with the same formula, charge and spin: 79.0 kJ/mol.

Cartesian coordinates (Å):
C (0.932443, -0.723976, 5.054890)
C (1.623859, -0.893304, 4.081644)
C (2.166387, -0.829443, 2.729760)
C (1.617593, -1.535896, 1.739601)
C (0.425540, -2.450507, 2.045784)
S (-0.351997, -3.212821, 0.576666)
C (-1.998277, -2.412022, 0.383572)
C (-2.360227, -2.432104, -1.132697)
C (2.254409, -1.363676, 0.372928)
O (2.334849, -2.215495, -0.471176)
C (2.871510, 0.009499, 0.092866)
C (2.799899, 0.495368, -1.359189)
C (1.620427, 1.557800, -1.392050)
C (0.282470, 1.039200, -2.015470)
C (-0.847389, 1.983189, -1.469535)
C (-1.775260, 1.263247, -0.465686)
C (-2.614046, 2.240724, 0.406194)
C (-3.115696, 1.568930, 1.732017)
C (-3.096155, 2.539162, 2.954533)
C (3.433374, 0.715386, 1.081495)
C (4.125175, 2.063003, 0.948902)
C (3.173454, 3.294314, 0.931466)
C (1.965658, 3.201139, 1.903290)
C (3.371058, 0.069934, 2.464360)
O (4.244968, 0.259455, 3.270685)
H (0.295709, -0.604945, 5.908856)
H (0.740917, -3.253774, 2.727936)
H (-0.344799, -1.851119, 2.546228)
H (-1.971135, -1.389277, 0.789431)
H (-2.731230, -3.035778, 0.924252)
H (-2.131675, -3.443456, -1.511835)
H (-3.412866, -2.201515, -1.303255)
H (-1.701881, -1.724969, -1.666205)
H (3.773458, 0.955325, -1.586333)
H (2.600231, -0.340331, -2.042662)
H (1.971166, 2.489112, -1.860386)
H (1.395047, 1.804143, -0.342236)
H (0.315703, 1.217269, -3.097038)
H (0.039137, 0.003165, -1.740847)
H (-0.431257, 2.872363, -0.963713)
H (-1.468705, 2.371814, -2.295931)
H (-2.518926, 0.650939, -1.009475)
H (-1.213325, 0.612030, 0.227252)
H (-3.529400, 2.563665, -0.115460)
H (-2.065859, 3.157143, 0.658779)
H (-2.481479, 0.706588, 1.988317)
H (-4.160373, 1.249487, 1.595197)
H (-2.544891, 2.095571, 3.802707)
H (-4.105403, 2.749773, 3.346331)
H (-2.616603, 3.508712, 2.748442)
H (4.754968, 2.097634, 0.044029)
H (4.789281, 2.163335, 1.823316)
H (2.841840, 3.566944, -0.080122)
H (3.779293, 4.156570, 1.266570)
H (1.233594, 3.963213, 1.576045)
H (2.283317, 3.509209, 2.909187)
H (1.443949, 2.233445, 1.883716)
Cl (2.148951, 0.176114, -4.896682)
C (2.435888, -1.562628, -5.048694)
Cl (1.508452, -2.473683, -3.852074)
H (2.138329, -1.879036, -6.041937)
H (3.492526, -1.756477, -4.897452)
Cl (-5.820600, -1.822245, -2.447786)
C (-6.181404, -3.521504, -2.111780)
Cl (-5.148036, -4.181974, -0.836888)
H (-7.216178, -3.599501, -1.796432)
H (-6.024935, -4.096763, -3.018212)
Cl (6.660543, 2.131090, 5.460584)
C (6.268017, 0.437638, 5.782475)
Cl (7.266582, -0.223478, 7.085867)
H (5.225076, 0.369449, 6.069916)
H (6.440932, -0.137766, 4.880670)
Cl (2.526181, 1.826794, -9.475708)
C (3.653888, 1.346038, -8.204063)
Cl (3.682549, -0.407706, -7.991406)
H (4.649697, 1.681130, -8.473077)
H (3.345576, 1.803962, -7.269702)
Cl (-2.472956, -1.812215, 4.305754)
C (-3.455533, -3.282749, 4.311790)
Cl (-3.811278, -3.841123, 2.672941)
H (-2.916282, -4.062994, 4.838106)
H (-4.391277, -3.071271, 4.817883)
Cl (-3.334711, -6.958789, -2.954018)
C (-1.881599, -6.722967, -1.971639)
Cl (-2.280706, -6.207745, -0.330873)
H (-1.337921, -7.659974, -1.921268)
H (-1.265060, -5.960314, -2.436619)
Cl (-2.954244, 5.170882, -2.311585)
C (-4.109423, 5.738423, -1.099138)
Cl (-3.644126, 5.227967, 0.527051)
H (-4.145027, 6.821972, -1.129798)
H (-5.087092, 5.327866, -1.328022)

Cartesian forces, eV/Å:
C 0.187 -0.234 -0.069
C -0.196 0.686 -0.605
C 0.570 0.256 1.023
C -0.415 -0.439 -0.303
C 0.101 0.193 -0.760
S -0.149 0.081 -0.083
C -0.323 -0.406 -0.431
C 1.147 0.062 0.616
C 0.300 1.012 0.268
O -0.180 -0.398 0.134
C -0.185 -0.388 -0.722
C -0.406 0.378 1.007
C 0.136 -1.197 0.076
C 0.052 2.102 0.411
C -0.485 -0.524 0.058
C -0.738 0.785 0.173
C -0.328 -0.796 0.482
C 0.110 0.903 0.124
C -0.060 -0.159 0.432
C -0.289 -0.307 0.477
C 0.028 -0.092 0.198
C 0.074 0.205 0.533
C 0.092 0.899 -0.645
C -0.219 0.303 -1.044
O -0.127 -0.027 0.541
H 0.300 -0.082 -0.156
H -0.136 0.292 -0.159
H 0.272 -0.185 0.036
H -0.093 -0.393 -0.083
H 0.626 0.808 -0.464
H -0.300 0.369 -0.019
H 0.317 0.045 0.060
H -0.365 -0.227 0.069
H -0.388 -0.093 -0.228
H 0.169 0.275 0.256
H -0.347 -0.287 -0.102
H 0.095 0.045 -0.409
H 0.064 -0.744 0.222
H 0.352 0.173 -0.310
H 0.066 -0.315 -0.243
H 0.231 -0.143 0.281
H 0.588 -0.156 0.172
H 0.065 0.157 -0.399
H 0.551 0.000 -0.160
H 0.159 -0.409 -0.164
H -0.328 0.099 -0.237
H 0.486 -0.315 0.004
H -0.156 0.150 -0.340
H 0.315 -0.021 -0.274
H -0.125 -0.340 -0.094
H -0.176 -0.136 0.339
H -0.156 -0.090 -0.341
H 0.063 -0.420 0.266
H -0.197 -0.299 -0.212
H 0.157 -0.344 0.229
H -0.206 -0.546 -0.115
H 0.292 0.199 0.190
Cl 0.074 0.085 -0.116
C 0.017 -0.187 -0.048
Cl 0.033 -0.008 -0.003
H -0.088 0.083 0.050
H -0.044 0.069 0.091
Cl -0.102 0.020 -0.064
C -0.092 -0.125 0.015
Cl -0.261 -0.141 -0.044
H 0.060 0.074 0.065
H 0.121 0.052 0.038
Cl -0.039 0.019 -0.044
C -0.107 -0.072 -0.093
Cl -0.015 -0.055 0.014
H 0.053 0.056 0.028
H 0.051 0.065 0.027
Cl 0.022 0.058 0.021
C 0.022 0.142 0.090
Cl 0.140 -0.051 -0.085
H -0.038 -0.093 -0.082
H -0.092 -0.108 -0.024
Cl -0.010 0.049 0.067
C -0.117 -0.143 0.085
Cl -0.377 -0.308 0.609
H 0.079 0.048 -0.099
H 0.018 0.072 -0.090
Cl 0.031 -0.021 -0.081
C 0.096 0.045 0.005
Cl 0.086 -0.078 0.055
H -0.113 -0.013 0.036
H -0.105 0.046 0.028
Cl -0.032 0.022 -0.051
C -0.088 0.079 0.001
Cl -0.258 0.479 0.066
H 0.106 -0.040 0.013
H 0.080 -0.087 0.017

2.
The following is a quantum chemistry calculation of a molecular structure, C20H53CuN4O11 at a distorted geometry, from OMol25.

The value obtained for the HOMO-LUMO gap (spin up / spin down) is 6.33 / 3.44 eV. The value obtained for the energy is -3480.221710 a.u. The expectation value of S² is 0.7565. The spin multiplicity is 2. Its total charge is +1.

Cartesian coordinates (Å):
Cu (14.784320, 15.791932, 24.031523)
N (15.284276, 18.887599, 20.316626)
O (15.591177, 18.249920, 21.315801)
O (15.483362, 18.469090, 19.224497)
O (14.728211, 19.926424, 20.483851)
C (10.167399, 27.266442, 21.634526)
O (9.573750, 26.015501, 21.349103)
C (10.336551, 25.238003, 20.385707)
C (9.662768, 23.877302, 20.220761)
N (8.454851, 24.197959, 19.512205)
C (7.603653, 22.981014, 19.552561)
C (6.255234, 23.151942, 18.737517)
O (5.391676, 23.822819, 19.662472)
C (4.106408, 24.067045, 19.040736)
H (11.179875, 27.116744, 22.009457)
H (9.563742, 27.611542, 22.473935)
H (10.108881, 27.954629, 20.791276)
H (11.334040, 24.977028, 20.739268)
H (10.497553, 25.687391, 19.405795)
H (9.565546, 23.486816, 21.233752)
H (10.267827, 23.211992, 19.604819)
H (7.965432, 24.884598, 20.068174)
H (7.383750, 22.888797, 20.616154)
H (8.182478, 22.106630, 19.255030)
H (5.679203, 22.290023, 18.400789)
H (6.553364, 23.695536, 17.841014)
H (4.086209, 24.977227, 18.441343)
H (3.488744, 24.281313, 19.912907)
H (3.741257, 23.235358, 18.438202)
C (13.253439, 23.146638, 26.800172)
O (13.531545, 21.750125, 26.596025)
C (12.464353, 21.052024, 26.004623)
C (13.092470, 19.885902, 25.168175)
N (13.656283, 18.675968, 25.793706)
C (14.656470, 18.942936, 26.738041)
C (15.918221, 19.441490, 26.076176)
O (16.478851, 18.331657, 25.368858)
C (17.711596, 18.671832, 24.790081)
H (13.997565, 23.456839, 27.533741)
H (12.251333, 23.358800, 27.172817)
H (13.394077, 23.636017, 25.836405)
H (11.972760, 21.645302, 25.233612)
H (11.703636, 20.716639, 26.709537)
H (14.003026, 20.268795, 24.707316)
H (12.469791, 19.536116, 24.344750)
H (12.900434, 18.323718, 26.363557)
H (14.896166, 18.037373, 27.295356)
H (14.445227, 19.631724, 27.555987)
H (16.695616, 19.770483, 26.765762)
H (15.755252, 20.303755, 25.429618)
H (18.372423, 19.118211, 25.533158)
H (17.689220, 19.410584, 23.988924)
H (18.104614, 17.711021, 24.457680)
C (17.297869, 13.805343, 25.767642)
O (16.298093, 13.715147, 24.690947)
C (16.347574, 12.502843, 24.060271)
C (15.416173, 12.288515, 22.758992)
N (15.443245, 13.672615, 22.090146)
C (14.629058, 13.455749, 20.900014)
C (13.106963, 13.686754, 21.147667)
O (12.947301, 14.834887, 22.017117)
C (11.612872, 15.217749, 22.284173)
H (17.346678, 12.906273, 26.381953)
H (17.163467, 14.675483, 26.410213)
H (18.249437, 13.882497, 25.241633)
H (15.916992, 11.869209, 24.835653)
H (17.374727, 12.246577, 23.800680)
H (14.398359, 12.115079, 23.108405)
H (15.621161, 11.456544, 22.085273)
H (16.387488, 13.819366, 21.763066)
H (14.782029, 12.513290, 20.374208)
H (14.926461, 14.241189, 20.205223)
H (12.545812, 12.893874, 21.642184)
H (12.656427, 13.922758, 20.183601)
H (11.556008, 15.761194, 23.227325)
H (10.917142, 14.382690, 22.366244)
H (11.395646, 15.888190, 21.452656)
C (17.051293, 24.168289, 22.408736)
O (17.331626, 23.408802, 21.237143)
H (17.922736, 24.675424, 22.822857)
H (16.388420, 25.009701, 22.206926)
H (16.578410, 23.503738, 23.131825)
H (16.551793, 22.955340, 20.908762)
C (16.246633, 21.851031, 15.809463)
O (17.310355, 21.121821, 16.401048)
H (15.898072, 22.573471, 16.547487)
H (16.780050, 22.333381, 14.990374)
H (15.422318, 21.253940, 15.419508)
H (16.874419, 20.457208, 16.939413)

Cartesian forces, eV/Å:
Cu 0.317 -0.721 -0.495
N 0.116 -1.128 0.387
O 0.439 -0.595 0.892
O 0.659 -0.934 -1.875
O -1.204 2.642 0.644
C -0.638 -0.539 0.737
O 0.954 -1.020 -1.607
C 0.551 -0.925 0.818
C 0.403 2.189 -0.409
N -1.182 -1.743 -0.513
C -1.153 0.377 -0.305
C 1.352 0.190 1.686
O -0.569 0.230 -1.864
C 0.573 0.704 1.472
H 0.280 0.210 -0.237
H 0.120 0.521 -0.123
H 0.175 0.050 -0.014
H 0.383 0.609 0.634
H -0.516 0.536 0.040
H -0.377 -0.465 0.180
H 0.167 -0.023 0.104
H -0.127 0.343 -0.052
H -0.612 -0.757 0.059
H 0.023 0.080 -0.296
H 0.669 -0.703 0.114
H -0.392 0.635 -0.062
H 0.364 0.003 -0.266
H -0.491 -0.291 -0.291
H 0.051 -0.213 0.197
C 0.630 -0.703 -0.132
O -0.638 0.383 0.498
C 0.887 -1.267 -1.366
C 1.027 0.034 -0.342
N -2.740 -0.239 0.004
C 2.578 0.622 1.710
C 0.630 -0.710 0.039
O -0.530 0.492 -0.434
C 0.467 -0.500 0.214
H -0.136 0.327 -0.178
H -0.073 -0.243 0.085
H -0.004 0.380 0.083
H -0.194 0.393 0.052
H 0.007 -0.040 0.303
H -0.486 0.758 -0.427
H -0.396 0.243 0.200
H -0.405 -0.696 -0.152
H 0.170 -0.351 -0.282
H -0.628 0.508 -0.187
H -0.217 0.047 0.571
H -0.135 -0.078 -0.273
H 0.236 -0.194 0.280
H -0.504 -0.114 -0.354
H 0.405 0.308 -0.265
C 0.146 -0.273 -1.268
O -0.201 3.311 1.133
C -1.141 -3.032 -0.945
C 0.732 3.425 2.318
N -0.798 -2.850 0.094
C -1.158 2.003 -0.480
C 0.318 0.942 0.746
O 1.226 -0.559 0.618
C 0.207 0.363 -0.702
H -0.419 -0.116 -0.058
H -0.447 -0.002 -0.391
H 0.243 0.117 0.249
H 0.571 -1.207 -0.275
H 0.161 -0.184 0.079
H -0.087 0.228 0.005
H 0.827 0.095 0.181
H 0.304 0.072 0.062
H 0.022 -0.245 0.191
H -0.126 0.033 -0.263
H 0.273 -0.497 -0.258
H -0.182 -0.200 -0.110
H 0.243 0.080 -0.034
H 0.019 -0.140 -0.266
H -0.982 0.046 0.158
C -0.824 -0.037 -0.261
O 0.842 0.330 -0.003
H 0.412 -0.726 -0.229
H -0.410 -0.075 -0.188
H 0.116 0.251 0.437
H -0.159 0.242 0.255
C 1.047 0.651 -0.200
O -0.472 -0.960 0.336
H -0.346 0.258 -0.290
H -0.700 0.444 -0.142
H 0.071 -0.182 0.055
H 0.387 -0.227 0.245

3.
The following is a quantum chemistry calculation of 2 unconnected molecules or ions with the total composition CHClN2O2S at a distorted geometry, from OMol25.

The value obtained for the HOMO-LUMO gap (spin up / spin down) is 6.52 / 6.49 eV. The value obtained for the energy is -1156.841992 a.u. As for the energy above the lowest of the compared OMol25 structures with the same formula, charge and spin: 454.4 kJ/mol.

Cartesian coordinates (Å):
C (-1.279516, 1.066885, 1.324807)
N (-1.553334, 1.745704, 2.208833)
N (1.112188, -0.537479, -0.089943)
O (-1.041974, -1.457590, -1.388624)
O (0.446730, 0.319210, -2.229540)
S (-0.265632, -0.297517, -1.143972)
Cl (0.805768, -1.025203, 1.503187)
H (1.775769, 0.185990, -0.184746)

Cartesian forces, eV/Å:
C 0.756 -1.415 -2.397
N -0.278 0.612 0.829
N -2.325 -2.495 0.438
O -0.478 0.190 0.845
O -1.176 0.695 0.314
S 2.774 0.341 0.843
Cl 0.058 0.676 -0.949
H 0.670 1.397 0.076

4.
The following is a quantum chemistry calculation of 2 unconnected molecules or ions with the total composition C2H7O3P at a distorted geometry, from OMol25.

The value obtained for the HOMO-LUMO gap (spin up / spin down) is 7.53 / 8.53 eV. The value obtained for the energy is -647.328074 a.u. The expectation value of S² is 2.0052. The spin multiplicity is 3. As for the energy above the lowest of the compared OMol25 structures with the same formula, charge and spin: 69.9 kJ/mol.

Cartesian coordinates (Å):
C (0.513733, 1.016723, -1.650802)
C (-0.599482, -0.456832, 0.937464)
O (0.339264, -1.451850, 0.536724)
O (-1.790085, -0.620293, 0.300290)
O (-0.717090, -0.445110, 2.294188)
P (1.106258, 1.708242, 0.009541)
H (1.429967, 1.010091, -2.259504)
H (-0.282360, 1.584126, -2.049492)
H (0.020980, 0.065512, -1.455179)
H (-0.045475, -2.055226, -0.147759)
H (-2.530514, -0.699040, 0.992410)
H (0.267299, -0.479191, 2.534670)
H (2.287505, 0.822848, -0.042550)

Cartesian forces, eV/Å:
C 0.858 0.081 1.465
C -0.510 -2.624 -0.516
O -0.621 0.318 -0.353
O -1.538 0.069 1.385
O 2.457 0.400 0.063
P 1.077 -0.457 -0.989
H -0.770 -0.417 -0.193
H -0.541 1.134 -0.643
H 0.660 -0.411 -0.227
H 0.185 0.927 0.785
H 1.506 0.206 -1.329
H -2.004 0.035 0.270
H -0.758 0.738 0.281